DFT (the ωB97M-V functional and the def2-TZVPD basis) results for 15 unconnected molecules or ions with the total composition C86H200N12O15 in a non-equilibrium geometry.

Output
F_max (eV/A): 3.44
LUMO energy (eV): 0.28
Frontier orbital gap (eV): 8.19
Total energy (eV): -141003.0882
Energy relative to the best compared isomer or geometry (same formula, charge and spin) (kcal/mol): 63.9

Last columns: bonded neighbours and bond lengths (Å).
Geometry (Å):
1 O 10.52742 14.88678 21.88759  C78 1.469, H151 0.960
2 O 16.79912 11.37656 20.30142  C90 1.424, C99 1.433
3 O 18.56069 18.15708 10.85523  N26 1.368, H155 0.960
4 O 18.28186 23.58434 25.84162  N22 1.406, H136 0.960
5 O 22.04156 19.23262 18.07827  N17 1.476, H183 0.960
6 O 18.72222 10.34366 14.98296  N18 1.372, H165 0.960
7 O 17.35673 23.20642 14.67140  C34 1.421, H289 0.960
8 O 16.37458 15.81590 18.96558  N23 1.426, H161 0.960
9 O 10.07866 22.58030 16.12516  C87 1.445, C106 1.429
10 O 19.91104 15.11302 22.44519  C74 1.427, H246 0.960
11 O 12.03377 16.50944 17.82863  N19 1.407, H199 0.960
12 O 13.78390 20.75080 13.29177  C40 1.416, C65 1.410
13 O 10.97086 19.77744 22.42758  C67 1.395, C102 1.455
14 O 15.95501 15.68636 24.50968  N24 1.383, H129 0.960
15 O 22.53720 16.59405 18.83219  C49 1.416, C69 1.454
16 N 12.62768 22.93216 11.94453  C35 1.430, H176 1.010, H237 1.010
17 N 22.59743 19.95719 19.23763  O5 1.476, C31 1.538, C66 1.471
18 N 18.95512 11.54674 15.59901  O6 1.372, C82 1.526, C108 1.540
19 N 11.51173 15.66784 16.82950  O11 1.407, C96 1.481, C97 1.456
20 N 17.74603 8.57096 19.52343  C85 1.467, H222 1.010, H250 1.010
21 N 10.06693 17.26163 19.84170  C88 1.390, H182 1.010, H269 1.010
22 N 17.52693 23.37096 24.67433  O4 1.406, C36 1.548, C52 1.475
23 N 16.09723 17.21402 18.99419  O8 1.426, C57 1.485, C70 1.460
24 N 15.35867 15.65536 25.75680  O14 1.383, C79 1.502, C112 1.509
25 N 12.70385 22.66904 15.50109  C37 1.468, H223 1.010, H261 1.010
26 N 19.40067 18.57153 11.85216  O3 1.368, C33 1.452, C101 1.508
27 N 24.76958 14.90830 18.14232  C86 1.466, H119 1.010, H146 1.010
28 C 14.38848 13.29552 25.52465  C112 1.504, H171 1.090, H257 1.090, H303 1.090
29 C 15.05297 16.82904 21.18046  C70 1.541, H128 1.090, H168 1.090, H307 1.090
30 C 11.19438 14.04940 14.47372  C68 1.548, C109 1.513, H212 1.090, H286 1.090
31 C 23.97895 20.54831 18.90863  N17 1.538, C62 1.604, C93 1.544, C113 1.543
32 C 17.70067 22.71992 22.25185  C36 1.532, C75 1.538, H216 1.090, H249 1.090
33 C 19.53955 20.01552 11.90397  N26 1.452, C83 1.557, C84 1.539, C95 1.554
34 C 17.50197 22.49012 15.88978  O7 1.421, H124 1.090, H172 1.090, H265 1.090
35 C 12.20265 21.57746 11.77377  N16 1.430, C50 1.507, C65 1.515, H196 1.090
36 C 18.46533 22.81730 23.57524  N22 1.548, C32 1.532, C47 1.538, C89 1.546
37 C 12.37470 21.93012 16.72608  N25 1.468, C44 1.544, C106 1.562, H163 1.090
38 C 11.16980 19.30006 19.58431  C88 1.510, H204 1.090, H238 1.090, H300 1.090
39 C 16.27987 21.47034 25.70815  C52 1.572, H228 1.090, H240 1.090, H251 1.090
40 C 14.68586 19.77673 13.78371  O12 1.416, H131 1.090, H186 1.090, H299 1.090
41 C 19.04191 13.53778 17.68701  C45 1.574, C92 1.532, H253 1.090, H262 1.090
42 C 19.68127 16.18242 12.84165  C101 1.595, H121 1.090, H266 1.090, H283 1.090
43 C 20.95239 21.93084 18.88080  C66 1.569, H127 1.090, H180 1.090, H234 1.090
44 C 13.49865 22.17434 17.75632  C37 1.544, H133 1.090, H144 1.090, H267 1.090
45 C 20.38941 12.84204 17.26463  C41 1.574, C82 1.592, H263 1.090, H312 1.090
46 C 16.15360 20.09298 19.40167  C63 1.589, C94 1.555, H126 1.090, H259 1.090
47 C 19.57396 23.85748 23.33983  C36 1.538, H118 1.090, H164 1.090, H201 1.090
48 C 15.39265 23.93058 25.63975  C52 1.540, H184 1.090, H190 1.090, H280 1.090
49 C 21.34512 16.24060 19.51037  O15 1.416, H159 1.090, H271 1.090, H296 1.090
50 C 11.64069 21.55688 10.37562  C35 1.507, H166 1.090, H213 1.090, H268 1.090
51 C 16.05499 17.50832 16.46175  C57 1.585, H169 1.090, H210 1.090, H284 1.090
52 C 16.17817 22.82292 24.91331  N22 1.475, C39 1.572, C48 1.540, C72 1.565
53 C 16.61233 11.40386 16.67028  C108 1.594, H141 1.090, H175 1.090, H277 1.090
54 C 12.28265 17.22808 14.98801  C96 1.522, H139 1.090, H214 1.090, H224 1.090
55 C 20.48955 18.14588 14.12680  C77 1.531, C101 1.565, H134 1.090, H154 1.090
56 C 19.05944 9.63510 21.19903  C85 1.536, H153 1.090, H205 1.090, H292 1.090
57 C 16.62901 18.00280 17.85400  N23 1.485, C51 1.585, C91 1.573, C94 1.538
58 C 16.66692 13.67776 26.45352  C112 1.556, H138 1.090, H218 1.090, H293 1.090
59 C 12.06577 13.90978 18.23593  C97 1.549, H143 1.090, H173 1.090, H290 1.090
60 C 14.90764 18.08130 25.73037  C79 1.562, H132 1.090, H170 1.090, H215 1.090
61 C 23.48075 22.38080 20.64875  C64 1.529, C93 1.535, H226 1.090, H235 1.090
62 C 24.99452 19.31248 18.79530  C31 1.604, H149 1.090, H185 1.090, H276 1.090
63 C 15.36632 19.07866 20.33781  C46 1.589, C70 1.516, H123 1.090, H256 1.090
64 C 22.20415 21.60890 20.98509  C61 1.529, C66 1.524, H130 1.090, H152 1.090
65 C 13.30570 20.56012 11.97920  O12 1.410, C35 1.515, H187 1.090, H233 1.090
66 C 21.58078 20.84492 19.82341  N17 1.471, C43 1.569, C64 1.524, C80 1.510
67 C 12.27903 19.57825 22.86832  O13 1.395, H160 1.090, H174 1.090, H217 1.090
68 C 11.56817 13.41112 15.83384  C30 1.548, C97 1.543, H115 1.090, H122 1.090
69 C 22.57811 15.92366 17.54206  O15 1.454, C86 1.552, H177 1.090, H208 1.090
70 C 16.01845 17.71070 20.36441  N23 1.460, C29 1.541, C63 1.516, C105 1.533
71 C 18.03066 17.77206 13.81496  C101 1.531, H114 1.090, H244 1.090, H301 1.090
72 C 15.48519 22.60662 23.52717  C52 1.565, C75 1.487, H117 1.090, H304 1.090
73 C 13.40230 15.29336 27.85973  C76 1.557, C100 1.501, H157 1.090, H306 1.090
74 C 19.31728 13.96434 21.84211  O10 1.427, H189 1.090, H239 1.090, H255 1.090
75 C 16.32156 22.06242 22.42472  C32 1.538, C72 1.487, H145 1.090, H254 1.090
76 C 14.62113 14.32986 27.75484  C73 1.557, C112 1.565, H181 1.090, H279 1.090
77 C 20.67491 19.65476 14.30756  C55 1.531, C84 1.535, H282 1.090, H302 1.090
78 C 11.77052 14.14094 22.12802  O1 1.469, H207 1.090, H274 1.090, H285 1.090
79 C 14.25768 16.66922 25.88533  N24 1.502, C60 1.562, C100 1.565, C111 1.491
80 C 20.47843 19.96638 20.36491  C66 1.510, H192 1.090, H206 1.090, H243 1.090
81 C 19.66496 10.47845 17.81540  C82 1.575, H140 1.090, H220 1.090, H232 1.090
82 C 20.07963 11.41886 16.62201  N18 1.526, C45 1.592, C81 1.575, C98 1.526
83 C 18.21332 20.64497 12.42308  C33 1.557, H203 1.090, H260 1.090, H275 1.090
84 C 20.66622 20.29841 12.91361  C33 1.539, C77 1.535, H179 1.090, H270 1.090
85 C 17.65025 9.11330 20.88273  N20 1.467, C56 1.536, C99 1.555, H158 1.090
86 C 24.07733 15.76418 17.17455  N27 1.466, C69 1.552, C104 1.515, H247 1.090
87 C 9.58953 21.27118 15.75633  O9 1.445, H116 1.090, H211 1.090, H236 1.090
88 C 10.93360 18.12450 20.50234  N21 1.390, C38 1.510, C102 1.533, H258 1.090
89 C 19.14097 21.46986 23.91722  C36 1.546, H120 1.090, H193 1.090, H295 1.090
90 C 15.58632 12.11812 20.22610  O2 1.424, H178 1.090, H198 1.090, H305 1.090
91 C 18.19888 17.97112 17.76855  C57 1.573, H137 1.090, H241 1.090, H288 1.090
92 C 17.97446 13.61072 16.59067  C41 1.532, C108 1.557, H221 1.090, H229 1.090
93 C 24.50816 21.38452 20.09396  C31 1.544, C61 1.535, H150 1.090, H230 1.090
94 C 16.22156 19.48106 17.97385  C46 1.555, C57 1.538, H191 1.090, H252 1.090
95 C 19.90570 20.65999 10.53846  C33 1.554, H162 1.090, H219 1.090, H278 1.090
96 C 11.14988 16.42278 15.60745  N19 1.481, C54 1.522, C103 1.535, C109 1.577
97 C 12.25300 14.41598 16.78391  N19 1.456, C59 1.549, C68 1.543, C107 1.551
98 C 21.40638 10.94480 16.03465  C82 1.526, H242 1.090, H281 1.090, H313 1.090
99 C 16.52962 10.17972 21.04172  O2 1.433, C85 1.555, H188 1.090, H231 1.090
100 C 13.76174 16.66574 27.36941  C73 1.501, C79 1.565, H147 1.090, H272 1.090
101 C 19.38426 17.72760 13.10137  N26 1.508, C42 1.595, C55 1.565, C71 1.531
102 C 10.30951 18.64150 21.80363  O13 1.455, C88 1.533, H200 1.090, H310 1.090
103 C 10.06404 17.37120 16.13377  C96 1.535, H225 1.090, H291 1.090, H308 1.090
104 C 24.25919 15.17992 15.78889  C86 1.515, H248 1.090, H264 1.090, H297 1.090
105 C 17.30760 17.70418 21.19322  C70 1.533, H125 1.090, H148 1.090, H194 1.090
106 C 11.01491 22.53096 17.20414  O9 1.429, C37 1.562, H294 1.090, H298 1.090
107 C 13.77540 14.49936 16.49934  C97 1.551, H156 1.090, H197 1.090, H202 1.090
108 C 17.63013 12.29736 15.82921  N18 1.540, C53 1.594, C92 1.557, C110 1.512
109 C 10.45787 15.35602 14.67532  C30 1.513, C96 1.577, H227 1.090, H245 1.090
110 C 16.99385 12.67228 14.50977  C108 1.512, H167 1.090, H209 1.090, H311 1.090
111 C 13.11881 16.50431 24.93710  C79 1.491, H135 1.090, H142 1.090, H309 1.090
112 C 15.23051 14.25912 26.31460  N24 1.509, C28 1.504, C58 1.556, C76 1.565
113 C 23.99032 21.50830 17.70074  C31 1.543, H195 1.090, H273 1.090, H287 1.090
114 H 17.94911 18.66410 14.43601  C71 1.090
115 H 12.27050 12.63060 15.54128  C68 1.090
116 H 8.67834 21.40852 15.17411  C87 1.090
117 H 14.57892 22.00952 23.62828  C72 1.090
118 H 19.20796 24.88152 23.26595  C47 1.090
119 H 24.87819 15.43254 18.99875  N27 1.010
120 H 20.07195 21.27622 23.38442  C89 1.090
121 H 20.36476 16.03568 12.00534  C42 1.090
122 H 10.75371 12.95384 16.39567  C68 1.090
123 H 15.28224 19.48058 21.34751  C63 1.090
124 H 18.51519 22.09176 15.94260  C34 1.090
125 H 17.06421 17.69738 22.25568  C105 1.090
126 H 17.13966 20.13366 19.86443  C46 1.090
127 H 20.50521 21.46956 18.00026  C43 1.090
128 H 14.06646 16.68008 20.74147  C29 1.090
129 H 16.86574 15.79618 24.79273  O14 0.960
130 H 22.39627 20.89320 21.78444  C64 1.090
131 H 15.67384 19.96888 13.36527  C40 1.090
132 H 15.51175 18.24473 24.83794  C60 1.090
133 H 13.30030 21.82478 18.76952  C44 1.090
134 H 21.39691 17.64588 13.78794  C55 1.090
135 H 13.48632 16.43464 23.91329  C111 1.090
136 H 18.49894 22.74318 26.25015  O4 0.960
137 H 18.61235 17.73068 18.74800  C91 1.090
138 H 17.16528 13.38758 25.52858  C58 1.090
139 H 11.89876 18.13409 14.51914  C54 1.090
140 H 18.71520 10.76436 18.26742  C81 1.090
141 H 16.81810 11.34800 17.73923  C53 1.090
142 H 12.41021 17.33252 24.92938  C111 1.090
143 H 12.50075 12.94886 18.51076  C59 1.090
144 H 13.89564 23.18276 17.87294  C44 1.090
145 H 16.37033 20.98920 22.60890  C75 1.090
146 H 25.72971 14.79678 17.84942  N27 1.010
147 H 12.83169 17.22770 27.45481  C100 1.090
148 H 17.98828 18.55142 21.10987  C105 1.090
149 H 24.77858 18.63668 17.96780  C62 1.090
150 H 25.44825 21.83216 19.77154  C93 1.090
151 H 10.20499 15.19412 22.73799  O1 0.960
152 H 21.43246 22.21844 21.45525  C64 1.090
153 H 19.88369 8.94582 21.01571  C56 1.090
154 H 20.20217 17.67760 15.06820  C55 1.090
155 H 19.19376 18.03832 10.14339  O3 0.960
156 H 14.29124 15.22712 17.12575  C107 1.090
157 H 12.57039 14.89496 27.27893  C73 1.090
158 H 17.42742 8.31744 21.59339  C85 1.090
159 H 20.48677 16.37428 18.85198  C49 1.090
160 H 12.78562 18.76300 22.35176  C67 1.090
161 H 15.52104 15.42464 18.76561  O8 0.960
162 H 19.06922 20.66518 9.83962  C95 1.090
163 H 12.26836 20.87252 16.48465  C37 1.090
164 H 20.41402 23.78250 24.03032  C47 1.090
165 H 18.29368 9.89422 15.71505  O6 0.960
166 H 12.36697 21.82864 9.60962  C50 1.090
167 H 17.06101 11.82806 13.82358  C110 1.090
168 H 15.51743 15.86136 21.37015  C29 1.090
169 H 14.97411 17.43458 16.58162  C51 1.090
170 H 14.14514 18.85050 25.85290  C60 1.090
171 H 14.76973 13.10006 24.52238  C28 1.090
172 H 16.84628 21.63002 15.75415  C34 1.090
173 H 11.00286 13.73204 18.39944  C59 1.090
174 H 12.90451 20.46756 22.79077  C67 1.090
175 H 16.48941 10.36988 16.34797  C53 1.090
176 H 11.89712 23.44954 12.41218  N16 1.010
177 H 22.04650 16.46023 16.75619  C69 1.090
178 H 14.86182 11.62896 19.57501  C90 1.090
179 H 20.82891 21.37426 12.97816  C84 1.090
180 H 20.19092 22.56710 19.33185  C43 1.090
181 H 14.13017 13.38418 27.98448  C76 1.090
182 H 9.96330 16.40134 20.36060  N21 1.010
183 H 22.46240 18.39188 18.27230  O5 0.960
184 H 15.72404 23.86174 26.67587  C48 1.090
185 H 25.01626 18.59660 19.61697  C62 1.090
186 H 14.34247 18.74988 13.65816  C40 1.090
187 H 12.85615 19.57088 11.89310  C65 1.090
188 H 16.39779 10.37741 22.10551  C99 1.090
189 H 18.23210 14.01994 21.92797  C74 1.090
190 H 14.36144 23.57762 25.62944  C48 1.090
191 H 17.02749 20.17562 17.73686  C94 1.090
192 H 20.87744 19.33190 21.15633  C80 1.090
193 H 18.59895 20.54728 23.70941  C89 1.090
194 H 17.82170 16.78158 20.92380  C105 1.090
195 H 25.02719 21.51626 17.36470  C113 1.090
196 H 11.44687 21.40184 12.53931  C35 1.090
197 H 14.25748 13.54006 16.68758  C107 1.090
198 H 15.89658 13.02106 19.70025  C90 1.090
199 H 11.31751 16.56696 18.46523  O11 0.960
200 H 9.29222 19.01750 21.69482  C102 1.090
201 H 19.99751 23.84382 22.33558  C47 1.090
202 H 13.92180 14.91836 15.50379  C107 1.090
203 H 17.99801 21.68950 12.19788  C83 1.090
204 H 10.33519 19.55900 18.93279  C38 1.090
205 H 19.32304 10.50706 20.60044  C56 1.090
206 H 20.02317 19.29259 19.63906  C80 1.090
207 H 12.43130 14.91614 22.51601  C78 1.090
208 H 22.24808 14.91564 17.79322  C69 1.090
209 H 17.64968 13.43570 14.09124  C110 1.090
210 H 16.49166 16.55554 16.16243  C51 1.090
211 H 9.21824 20.82692 16.67984  C87 1.090
212 H 12.13337 14.35064 14.00934  C30 1.090
213 H 10.79969 22.24542 10.29355  C50 1.090
214 H 12.83004 16.73224 14.18639  C54 1.090
215 H 15.59105 18.22271 26.56766  C60 1.090
216 H 17.62789 23.72120 21.82728  C32 1.090
217 H 12.21384 19.33788 23.92948  C67 1.090
218 H 16.65544 12.75772 27.03787  C58 1.090
219 H 20.73920 20.12352 10.08506  C95 1.090
220 H 20.52736 10.43084 18.48030  C81 1.090
221 H 17.03722 13.84310 17.09632  C92 1.090
222 H 16.79010 8.55017 19.19806  N20 1.010
223 H 12.89975 21.98486 14.78441  N25 1.010
224 H 12.96688 17.55674 15.77025  C54 1.090
225 H 10.44201 18.06946 16.88053  C103 1.090
226 H 23.35258 23.14676 19.88392  C61 1.090
227 H 9.46611 15.05428 15.01214  C109 1.090
228 H 17.02630 20.82532 25.24459  C39 1.090
229 H 18.19540 14.49980 16.00004  C92 1.090
230 H 24.76839 20.67740 20.88159  C93 1.090
231 H 15.60659 9.68678 20.73658  C99 1.090
232 H 19.55254 9.46142 17.43972  C81 1.090
233 H 14.12063 20.65138 11.26110  C65 1.090
234 H 21.72714 22.59402 18.49600  C43 1.090
235 H 23.88493 22.85762 21.54171  C61 1.090
236 H 10.27787 20.62738 15.20879  C87 1.090
237 H 13.33855 22.88000 12.66010  N16 1.010
238 H 12.01819 18.99788 18.97029  C38 1.090
239 H 19.49068 14.02308 20.76760  C74 1.090
240 H 16.61680 21.53750 26.74259  C39 1.090
241 H 18.42440 17.17982 17.05366  C91 1.090
242 H 21.16056 9.91158 15.78944  C98 1.090
243 H 19.68463 20.59683 20.76554  C80 1.090
244 H 17.13131 17.61792 13.21872  C71 1.090
245 H 10.28669 15.73260 13.66686  C109 1.090
246 H 20.84358 15.10882 22.21727  O10 0.960
247 H 24.53689 16.74719 17.27751  C86 1.090
248 H 25.32618 15.18828 15.56627  C104 1.090
249 H 18.18628 22.13570 21.47021  C32 1.090
250 H 18.01668 9.28907 18.86679  N20 1.010
251 H 15.32864 20.94133 25.64985  C39 1.090
252 H 15.48126 19.84787 17.26286  C94 1.090
253 H 19.23144 14.50724 18.14782  C41 1.090
254 H 15.78084 22.18094 21.48574  C75 1.090
255 H 19.82098 13.07650 22.22436  C74 1.090
256 H 14.41377 18.95767 19.82194  C63 1.090
257 H 13.41343 13.77338 25.42964  C28 1.090
258 H 11.92608 17.70116 20.65685  C88 1.090
259 H 15.74362 21.09854 19.49593  C46 1.090
260 H 17.35955 20.13196 11.98039  C83 1.090
261 H 11.82141 23.09588 15.25776  N25 1.010
262 H 18.54598 13.04890 18.52555  C41 1.090
263 H 20.85373 13.44454 16.48392  C45 1.090
264 H 23.81732 14.18462 15.83624  C104 1.090
265 H 17.18702 23.18224 16.67073  C34 1.090
266 H 18.79895 15.66108 12.47043  C42 1.090
267 H 14.35287 21.66072 17.31519  C44 1.090
268 H 11.33296 20.54152 10.12568  C50 1.090
269 H 9.13118 17.63616 19.90650  N21 1.010
270 H 21.61366 20.01310 12.45639  C84 1.090
271 H 21.27880 15.21524 19.87412  C49 1.090
272 H 14.54682 16.95790 28.06683  C100 1.090
273 H 23.34012 21.17110 16.89350  C113 1.090
274 H 12.21069 13.77174 21.20172  C78 1.090
275 H 18.08530 20.55416 13.50171  C83 1.090
276 H 26.03502 19.56990 18.59732  C62 1.090
277 H 15.60116 11.80578 16.60621  C53 1.090
278 H 20.21668 21.69878 10.64944  C95 1.090
279 H 15.33225 14.60118 28.53508  C76 1.090
280 H 15.52916 24.95230 25.28541  C48 1.090
281 H 21.73806 11.54944 15.19054  C98 1.090
282 H 19.83866 20.06582 14.87309  C77 1.090
283 H 19.90995 15.57362 13.71638  C42 1.090
284 H 16.38595 18.21850 15.70397  C51 1.090
285 H 11.66972 13.41000 22.93031  C78 1.090
286 H 10.66049 13.31526 13.87032  C30 1.090
287 H 23.81691 22.57546 17.83928  C113 1.090
288 H 18.67029 18.90645 17.46680  C91 1.090
289 H 16.48691 23.61098 14.63487  O7 0.960
290 H 12.54726 14.52344 18.99732  C59 1.090
291 H 9.53942 17.93686 15.36377  C103 1.090
292 H 19.08103 9.89411 22.25759  C56 1.090
293 H 17.23951 14.44644 26.97254  C58 1.090
294 H 11.19352 23.56230 17.50837  C106 1.090
295 H 19.46063 21.43194 24.95860  C89 1.090
296 H 21.12622 16.81150 20.41273  C49 1.090
297 H 23.70299 15.76558 15.05696  C104 1.090
298 H 10.65321 22.08470 18.13048  C106 1.090
299 H 14.59291 19.84440 14.86762  C40 1.090
300 H 11.40505 20.29062 19.97363  C38 1.090
301 H 17.98071 16.90010 14.46710  C71 1.090
302 H 21.60527 19.89470 14.82230  C77 1.090
303 H 14.29905 12.29326 25.94368  C28 1.090
304 H 15.11259 23.58444 23.22198  C72 1.090
305 H 15.23069 12.37304 21.22442  C90 1.090
306 H 12.91506 15.18614 28.82886  C73 1.090
307 H 14.89487 17.29762 22.15181  C29 1.090
308 H 9.33640 16.72172 16.62044  C103 1.090
309 H 12.61089 15.55434 25.10342  C111 1.090
310 H 10.04797 17.84909 22.50492  C102 1.090
311 H 16.01155 13.13564 14.60198  C110 1.090
312 H 21.00325 12.76444 18.16201  C45 1.090
313 H 22.18142 10.94428 16.80108  C98 1.090

Atom charges from the Mulliken analysis, given in e for atoms 1 to 2: number 1, O, carries -0.54; number 2, O, carries 0.26